(1)
ORCA calculation (ωB97M-V/def2-TZVPD) on a structure of composition C43H46BN8P2SeSiSnTe.

XYZ file:
```
104
C43H46BN8P2SeSiSnTe | the OMol25 dataset | ωB97M-V/def2-TZVPD
Sn -0.80834 -0.63212 -2.26676
B -1.82793 -3.88305 -3.40961
N -0.74273 -3.89135 -2.28896
C -0.00465 -4.95472 -1.96197
C 1.05254 -4.55135 -1.16348
C 0.88781 -3.17953 -1.04889
N -0.19850 -2.78558 -1.72502
N -3.00541 -2.90953 -3.04197
C -4.27585 -3.05574 -3.41976
C -4.97396 -1.89041 -3.13058
C -4.01671 -1.06214 -2.56419
N -2.83690 -1.69202 -2.49641
H -2.28967 -4.99179 -3.48377
H -1.32931 -3.50061 -4.44830
H -0.27881 -5.92988 -2.32771
H 1.82759 -5.16154 -0.73535
H 1.48772 -2.46578 -0.50814
H -4.59968 -3.97443 -3.87872
H -6.01330 -1.68289 -3.31277
H -4.11504 -0.06167 -2.17514
Te 2.40649 2.54871 2.11647
C 3.64163 1.33727 3.33228
C 3.32136 1.06204 4.65295
C 4.08423 0.12731 5.34424
N 5.11037 -0.53085 4.81087
C 5.43289 -0.22920 3.55266
C 4.74375 0.69479 2.77962
C 1.56439 0.91871 1.09007
P 0.13115 0.26662 1.71992
C 0.24012 -1.52324 1.96297
C -0.84603 -2.38849 1.85014
C -0.70357 -3.72972 2.16425
C 0.52391 -4.21519 2.59583
C 1.60989 -3.36015 2.71641
C 1.47241 -2.01571 2.39954
C -0.37659 0.94773 3.30357
C -0.94071 2.22129 3.34604
C -1.24643 2.80718 4.55977
C -0.98792 2.12157 5.74152
C -0.42091 0.85599 5.70450
C -0.11073 0.26471 4.48679
P 1.66323 0.82731 -0.71293
C 2.47392 2.37759 -1.21796
C 3.83935 2.48269 -1.45980
C 4.40098 3.71917 -1.74835
C 3.60526 4.85548 -1.80187
C 2.23910 4.75682 -1.57052
C 1.67856 3.52160 -1.28250
C 2.90864 -0.43810 -1.13978
C 3.70884 -1.05888 -0.18745
C 4.56866 -2.08850 -0.55147
C 4.63768 -2.50214 -1.87391
C 3.85422 -1.87675 -2.83712
C 2.99219 -0.85469 -2.47030
H 2.48851 1.55162 5.14107
H 3.84796 -0.11070 6.37572
H 6.28810 -0.75448 3.14115
H 5.06292 0.90539 1.76657
H -1.80048 -2.01716 1.50285
H -1.54660 -4.40023 2.06146
H 0.63317 -5.26489 2.83535
H 2.56666 -3.73643 3.05423
H 2.31217 -1.33915 2.50272
H -1.11658 2.76260 2.42298
H -1.67710 3.79927 4.59016
H -1.22906 2.57711 6.69293
H -0.21488 0.32545 6.62460
H 0.33811 -0.72001 4.46731
H 4.46852 1.60181 -1.42248
H 5.46583 3.79571 -1.92474
H 4.04902 5.81696 -2.02382
H 1.61463 5.63979 -1.61324
H 0.61342 3.44608 -1.08355
H 3.64857 -0.73630 0.84291
H 5.18338 -2.56849 0.20001
H 5.30198 -3.30824 -2.15634
H 3.90807 -2.19474 -3.86991
H 2.38648 -0.36968 -3.23012
N -4.36015 3.46164 -5.43266
C -3.11777 3.24669 -4.91707
C -2.80115 2.06336 -4.22240
N -1.60802 1.87923 -3.69274
C -0.69474 2.84135 -3.85481
C -1.01098 3.99306 -4.54737
N -2.21399 4.20740 -5.07313
H -5.02367 2.71325 -5.50235
H -4.48740 4.26783 -6.01873
H -3.53098 1.26535 -4.12654
H 0.28928 2.68238 -3.43350
H -0.27024 4.77113 -4.68950
C -4.63566 -1.11982 0.87659
Si -3.92503 0.56656 1.10071
C -3.93392 1.02494 2.87827
C -4.54025 1.88939 -0.02930
Se -1.68405 0.47983 0.26829
H -5.53508 -1.21119 1.49220
H -3.92396 -1.87393 1.21645
H -4.90019 -1.34965 -0.15295
H -4.92003 0.77805 3.28300
H -3.75574 2.08740 3.03648
H -3.18944 0.46184 3.44228
H -5.61660 2.04440 0.08253
H -4.33416 1.65702 -1.07448
H -4.02807 2.82433 0.20402
```

Summary:
LUMO energy   -2.78 eV
Frontier orbital gap   7.06 eV
Total charge   +1

Mulliken population analysis, charges in e, atoms 1 to 4: number 1, Sn, carries 0.81; number 2, B, carries 0.19; number 3, N, carries 0.04; number 4, C, carries -0.32

(2)
ORCA calculation (ωB97M-V/def2-TZVPD) on a cluster of 2 separate species, CH4IOPS in total.

XYZ file:
```
9
CH4IOPS | the OMol25 dataset | ωB97M-V/def2-TZVPD
C 0.82146 -1.41743 0.70555
O -0.73704 2.30432 -1.35590
P -0.75782 -0.40859 0.85946
S 0.62031 2.06995 -0.38154
I -2.14088 -0.81087 -1.04436
H 1.03411 -1.66124 -0.27735
H 0.70350 -2.40562 1.32713
H 1.68070 -0.78787 1.11619
H -1.22434 3.11735 -0.94917
```

Summary:
LUMO energy (spin up / spin down)   -1.46 / -1.24 eV
Frontier orbital gap (spin up / spin down)   6.66 / 7.63 eV

natural (NBO) population analysis, charges in e, atoms 1 to 4: number 1, C, carries -0.98; number 2, O, carries -0.83; number 3, P, carries 0.44; number 4, S, carries 0.21

Let's list energy above the lowest of the compared OMol25 structures with the same formula, charge and spin in order: 0.8599; 3.9273 eV.